No. 1
ORCA calculation (ωB97M-V/def2-TZVPD) on C41H43BCsFN15S2 as an isolated structure in a non-equilibrium geometry.

**2S+1**: 2
**Total energy**: -3350.83578 Eh
**⟨S²⟩**: 0.757
**Gap between HOMO and LUMO (spin up / spin down)**: 8.544 / 5.345 eV
**Relative energy (zero: lowest compared OMol25 entry of this formula, charge and spin)**: 157.2 kJ/mol

Positions of all 104 atoms, in Å:
Cs: -0.38924 -1.69491 -0.67939
S: 2.19211 -4.59103 -4.06606
S: 3.96941 3.70371 -5.20299
F: -0.83069 -3.77284 -1.84804
N: -2.59256 0.49557 2.11501
N: -2.22922 -2.22885 1.53587
N: -1.64344 -1.80972 2.59281
N: 1.41570 0.79836 -2.77923
N: -1.99719 -0.12438 4.46730
N: -2.20685 1.58643 1.40296
N: 2.93557 -5.00337 0.51571
N: 0.42582 0.07046 1.58741
N: -3.54519 0.71172 -2.78131
N: 3.38405 7.64148 -2.96357
N: -2.40194 0.22961 -3.30623
N: -0.18248 0.23744 2.78726
N: 2.15903 -2.91721 0.59528
N: -1.42617 -0.90105 5.42676
N: 1.88309 -2.80216 -2.28639
C: 2.48552 -3.91163 -0.18353
C: -3.35604 1.73814 -4.68357
C: 2.75569 7.39696 -4.11050
C: 3.37929 1.30034 -4.05638
C: 2.57877 -3.37239 4.25319
C: 2.57437 0.43707 -3.32623
C: 2.95983 2.61215 -4.23373
C: -1.14321 0.53282 -5.39369
C: 1.78826 1.19050 2.97948
C: -2.73457 0.86042 5.02288
C: 2.26551 -2.68538 3.09568
C: 1.02732 2.06108 -2.95689
C: -4.38966 1.15955 1.02695
C: -3.21365 3.18281 -0.15747
C: -2.27895 0.84641 -4.47050
C: 3.73543 5.23410 -4.32671
C: 2.41917 -3.35857 1.88399
C: -1.39326 -1.01623 7.87819
C: 1.74781 -3.01969 -3.55353
C: 3.21368 -5.37186 3.01761
C: -0.96048 -2.86482 3.25171
C: 4.40643 5.47932 -3.13681
C: 2.56155 0.66369 0.52663
C: -1.82727 -0.40046 6.58537
C: 4.19411 6.69112 -2.49779
C: 2.34834 -3.92318 -1.64516
C: -2.65794 0.72059 6.38750
C: 2.58888 -4.98695 -2.45964
C: -2.52309 -4.38990 0.36575
C: -4.15082 1.62614 -3.56499
C: -3.27907 1.99167 0.74854
C: -1.96886 -3.60427 1.44558
C: -3.89966 0.22285 1.90306
C: 1.61148 0.65041 1.68541
C: -1.14512 -3.99434 2.53112
C: 0.62162 0.90203 3.64533
C: 2.89675 -4.67098 1.85811
C: 2.89670 6.21712 -4.82929
C: 3.04154 -4.69878 4.21418
C: 1.75028 2.99945 -3.67378
C: -5.42121 2.30165 -3.17021
B: -1.60300 -0.25880 3.00135
H: -1.13519 -0.52968 -5.64017
H: -0.44946 -2.65981 4.17654
H: 3.58212 -6.38930 2.99163
H: -2.78222 4.03993 0.35932
H: 2.71814 -0.34848 0.14812
H: -1.67016 -2.06989 7.92220
H: 2.64310 1.72329 3.36191
H: 3.52381 1.07712 0.82879
H: 0.30765 1.12249 4.65292
H: 2.89133 -0.58278 -3.13951
H: 2.94540 -5.97184 -2.20544
H: -0.76352 -4.97786 2.74278
H: 5.07725 4.74087 -2.71874
H: 3.27688 -5.20316 5.14245
H: -5.22722 3.20308 -2.58676
H: -3.24905 1.58148 4.40884
H: -5.98455 2.59078 -4.05567
H: -4.38739 -0.60356 2.39473
H: 2.10159 8.18120 -4.47522
H: -5.40062 1.25321 0.66374
H: -2.56478 -5.44131 0.64373
H: 2.16515 1.26880 -0.28835
H: 0.07499 2.33207 -2.51218
H: 1.37164 -2.28575 -4.25283
H: -3.12942 1.33270 7.13800
H: 4.70349 6.91146 -1.56637
H: 1.37467 4.00783 -3.78370
H: -2.59540 2.97639 -1.03368
H: 4.32157 0.96070 -4.46669
H: -4.21039 3.45659 -0.50330
H: -6.05030 1.64237 -2.57053
H: -1.23808 1.09914 -6.31959
H: -0.31088 -0.95254 7.99681
H: -3.53091 2.36954 -5.53961
H: -1.85781 -0.50561 8.72047
H: -1.84989 -4.28862 -0.56980
H: -0.18250 0.77323 -4.93959
H: -3.83811 0.39410 -1.87123
H: 2.37149 6.06936 -5.76348
H: -3.49969 -4.00693 0.06800
H: 3.24967 -5.87238 0.12463
H: 1.91705 -1.65851 3.11558
H: 2.46827 -2.87914 5.21082


No. 2
ORCA calculation (ωB97M-V/def2-TZVPD) on C41H43BiBr2F6N3O3SbSi as an isolated structure in a non-equilibrium geometry.

**2S+1**: 2
**Total energy**: -8469.69452 Eh
**⟨S²⟩**: 0.764
**Gap between HOMO and LUMO (spin up / spin down)**: 7.165 / 5.584 eV
**Charge**: +1
**Relative energy (zero: lowest compared OMol25 entry of this formula, charge and spin)**: 0.0 kJ/mol

Positions of all 101 atoms, in Å:
Bi: -0.45214 0.50523 -0.00816
Sb: 0.09463 1.49272 4.29015
Br: -4.44831 7.41147 -3.92390
Br: -5.45664 -0.65945 5.87045
Si: 1.41379 -2.45970 0.03569
F: 0.33343 1.25208 2.36490
F: -1.45484 2.48938 3.86501
F: 1.07914 3.08418 4.10239
F: -0.25096 1.69124 6.10490
F: 1.69565 0.54911 4.51198
F: -0.85255 -0.13477 4.20053
O: -0.68248 2.05559 -1.94320
O: -2.35535 1.83975 -0.52564
O: 0.81426 2.86708 0.31354
N: 1.89373 0.21685 -0.83968
N: -2.67049 -0.73439 0.48850
N: -1.28926 -0.73177 -1.90517
C: 1.34696 -4.88932 -1.39568
C: -0.79727 -0.57344 -3.14258
C: -3.03382 -2.07544 -2.82754
C: -4.46451 -1.90361 3.53048
C: -1.79563 2.44911 -1.50161
C: 2.03090 -1.20252 -1.28050
C: 0.21792 -1.51747 1.14294
C: 3.79449 1.04933 -2.27526
C: 1.73351 4.77285 1.36191
C: -2.55120 5.31198 -3.82359
C: -3.44547 0.44291 2.44398
C: -4.59999 -0.69485 4.19852
C: -4.09744 0.47736 3.66537
C: -0.80543 -4.11359 -0.67391
C: 2.87034 -3.00193 2.42356
C: -2.46605 3.63045 -2.10647
C: 4.01316 -3.30084 3.15643
C: -1.95799 4.18809 -3.27369
C: -4.16954 5.32945 -2.02492
C: 5.20262 -3.58629 2.49911
C: 0.59230 3.90298 0.93297
C: -1.40422 -5.23714 -1.23087
C: -3.82799 -1.92961 2.30362
C: -3.57531 4.19850 -1.48700
C: -2.42494 -1.44676 -1.76330
C: -0.79381 4.30005 1.33973
C: -0.62294 -6.18632 -1.87660
C: 4.68314 0.79573 -1.04251
C: 5.24618 -3.58689 1.10841
C: 0.57563 -3.91179 -0.75544
C: -1.36745 -1.15820 -4.25671
C: 3.96743 1.27741 0.21460
C: 2.31634 1.18702 -1.89921
C: 2.90046 -2.97600 1.02486
C: 4.10526 -3.27890 0.37910
C: -2.49868 -1.93462 -4.09599
C: -3.32714 -0.75175 1.75927
C: 2.69112 0.47348 0.44158
C: -3.64874 5.87322 -3.18881
C: -3.07826 -1.47610 -0.44393
C: 0.75424 -6.01273 -1.95497
H: 4.59177 1.15413 1.10028
H: 4.16727 -3.28367 -0.70764
H: 3.08331 -1.43338 -1.47914
H: -4.84031 -2.81632 3.97419
H: -1.08354 -7.06851 -2.30360
H: 2.09505 2.18143 -1.52538
H: 3.97377 -3.30380 4.24040
H: 5.64249 1.29745 -1.15886
H: 2.42889 -4.78376 -1.45006
H: -2.47548 -5.38238 -1.14794
H: -1.09310 3.73922 -3.74497
H: 0.65776 -1.05226 2.03501
H: 1.48830 5.82951 1.26365
H: 2.96494 -0.48998 0.86426
H: -1.42688 -3.40140 -0.13634
H: 6.17069 -3.82051 0.59313
H: -0.71669 -2.01222 1.42340
H: 6.09821 -3.80481 3.06902
H: -3.05763 1.35666 2.00786
H: -2.16696 5.75482 -4.73266
H: 4.90116 -0.27154 -0.93570
H: 2.63895 4.53464 0.80781
H: 1.90059 4.56892 2.42578
H: 4.08144 1.98396 -2.76174
H: 1.94718 -2.78242 2.95855
H: -3.93146 -2.65808 -2.65514
H: -0.90919 5.38293 1.35944
H: -3.67970 -2.87947 1.79570
H: -0.92639 -0.99274 -5.23129
H: -3.96166 -2.10511 -0.33348
H: 1.36947 -6.76163 -2.44008
H: 1.50114 -1.33461 -2.22715
H: 3.93113 0.25932 -3.01742
H: -5.02720 5.78548 -1.54671
H: -3.96608 3.75021 -0.58196
H: -4.18609 1.40872 4.20660
H: -2.96929 -2.41019 -4.94775
H: -0.95499 3.93123 2.35887
H: -1.54237 3.84652 0.69230
H: 2.07472 0.99838 1.16941
H: 3.72976 2.34149 0.13362
H: 0.07287 0.05371 -3.23690
H: 1.70436 1.04171 -2.78508